1.
C20H25NO4 | the ωB97M-V functional and the def2-TZVPD basis

```
50
Properties=species:S:1:pos:R:3:forces:R:3:mulliken_charge:R:1
O 3.217 0.655 0.527 -1.0777 -1.8831 0.2223 -0.67
O 0.954 -2.909 2.204 -0.1452 0.3724 -0.0484 -0.62
O -1.346 1.354 2.407 1.0924 -0.5820 -2.3784 -0.66
O -0.164 0.325 0.763 -0.0135 0.8007 0.6349 -0.22
C 2.850 -0.512 0.720 2.1021 3.3568 -0.4813 -0.01
C 1.756 -2.272 1.568 -0.7885 -1.1942 0.3989 -0.03
C -1.132 1.137 1.200 -2.5395 1.0512 2.3550 -0.69
C 3.685 -1.689 0.537 0.5507 -3.1142 -0.0486 0.44
C 3.015 -2.779 1.012 1.4362 0.9756 -0.4960 0.83
N 1.675 -0.915 1.265 -0.7462 -0.2322 0.7442 0.28
C 0.718 -0.053 1.851 -0.1552 -0.0973 -0.4518 -0.66
C 5.043 -1.834 -0.113 -0.3874 0.9413 -0.1892 -0.49
C 3.502 -4.211 1.041 -0.4894 0.2329 -0.3261 -0.66
C 5.286 -3.275 -0.503 -0.1666 -0.7157 0.1670 -0.71
C 4.987 -4.236 0.660 0.2311 -0.6239 -0.2530 -0.71
C -1.585 3.432 -1.637 0.2007 0.7497 -0.0704 -0.45
C -4.503 2.572 -0.284 0.4144 0.3312 -0.1951 -1.13
C -4.589 1.833 -1.621 1.0610 -0.6534 0.2434 -0.80
C -3.910 0.343 0.111 -0.6091 -0.1541 0.5326 -0.77
C -1.526 3.224 -0.134 -0.1951 0.1122 0.7271 -1.54
C -1.618 2.067 -2.240 0.9973 -1.5199 -0.9758 -1.40
C -3.576 1.743 0.582 1.0456 -0.5294 1.2125 -0.59
C -3.608 0.665 -1.320 -0.0657 -1.2420 -1.2644 -0.42
C -2.064 1.802 0.159 0.1433 -0.0792 -0.1586 2.10
C -2.110 1.063 -1.203 -0.4327 0.1585 -0.0558 0.19
H 0.158 -0.583 2.608 -0.1156 -0.2091 0.0634 0.42
H 1.199 0.809 2.306 -0.0891 0.2203 -0.2905 0.35
H 5.858 -1.520 0.565 -0.4552 0.2042 -0.2502 0.29
H 5.062 -1.206 -1.022 0.2045 -0.0224 0.5040 0.26
H 2.889 -4.773 0.308 0.2788 0.1389 0.2925 0.29
H 3.298 -4.673 2.021 0.1048 0.2559 -0.3346 0.31
H 4.631 -3.557 -1.347 0.3854 0.1389 0.1425 0.31
H 6.336 -3.378 -0.789 -0.1945 -0.0990 -0.2101 0.34
H 5.357 -5.258 0.404 -0.5559 0.6205 0.1456 0.34
H 5.564 -3.947 1.534 0.1930 0.2138 0.1860 0.34
H -2.475 3.942 -1.927 -0.7974 0.6244 -0.0316 0.23
H -0.750 4.052 -2.013 -0.3073 -0.3320 0.2076 0.47
H -4.119 3.558 -0.440 -0.0707 0.8543 0.1948 0.32
H -5.464 2.599 0.202 -0.3772 0.3285 0.1778 0.54
H -5.605 1.489 -1.776 -0.0314 -0.3091 -0.2679 0.40
H -4.274 2.412 -2.488 -0.0941 0.1306 0.0404 0.34
H -3.296 -0.450 0.530 0.2023 -0.0360 0.0893 0.35
H -4.951 0.097 0.295 -0.2717 -0.1293 -0.0274 0.40
H -2.136 3.948 0.435 0.5709 -0.1307 -0.2109 0.31
H -0.488 3.283 0.187 0.0720 0.1975 0.2156 0.49
H -0.597 1.785 -2.509 0.0435 -0.0649 -0.1362 0.33
H -2.205 1.978 -3.160 0.1006 0.2185 0.0489 0.43
H -3.730 1.907 1.641 0.1732 0.1973 0.2329 0.58
H -3.740 -0.200 -1.973 0.0264 0.1062 -0.2833 0.43
H -1.481 0.153 -1.145 -0.4587 0.4206 -0.3433 0.52
```
Forces are in eV/Å.

Values from the calculation:
gap between HOMO and LUMO = 9.178 eV
E_HOMO = -0.361 Ha
SMILES = O=C1C2=C(CCCC2)C(=O)N1COC(=O)[C@@]12CCC[C@@H]1[C@@H]1CC[C@H]2C1
lowest unoccupied orbital energy = -0.63 eV
charge = 0
2S+1 = 1



2.
C20H26AsCuNOS4 | the ωB97M-V functional and the def2-TZVPD basis

```
54
Properties=species:S:1:pos:R:3:forces:R:3:lowdin_spin:R:1
Cu 0.089 0.802 0.522 0.3308 0.9091 0.1704 0.50
S 0.272 3.979 3.192 -0.1918 -0.1184 -0.0726 0.00
As -1.255 2.664 2.493 -0.1073 0.1639 0.2384 0.00
S -0.569 0.543 2.659 -0.1139 0.1966 0.0750 0.28
S -1.307 2.690 0.263 0.1806 -0.4608 0.0304 0.13
S -3.213 2.892 3.315 0.1930 -0.0604 -0.1102 0.01
C 5.148 -2.787 2.774 0.0204 0.0104 0.0045 0.00
C 3.795 -2.502 2.168 0.0127 0.0277 -0.0104 0.00
C 2.795 -3.462 2.219 -0.0691 0.0289 -0.0283 0.00
C 1.539 -3.159 1.675 0.0378 -0.0282 0.0378 0.00
C 0.410 -4.159 1.744 0.0162 -0.0208 0.0081 0.00
C 1.323 -1.936 1.087 0.0049 0.1312 -0.0432 0.01
C 2.317 -0.917 1.002 0.0193 -0.1712 -0.0085 0.00
C 3.566 -1.262 1.579 -0.0447 -0.0252 -0.0269 0.00
N 1.976 0.255 0.399 -0.1026 -0.3969 -0.2034 0.05
C 2.982 1.272 0.064 -0.1188 0.0194 0.1964 0.01
C 3.571 1.969 1.301 0.0203 0.0644 0.0998 0.00
C 4.083 0.706 -0.846 0.0259 0.0287 -0.0858 0.00
C 2.266 2.357 -0.743 0.0002 0.0538 -0.0834 0.01
H 5.172 -3.778 3.231 -0.0010 0.0034 -0.0033 0.00
H 5.397 -2.055 3.547 -0.0141 0.0025 -0.0032 0.00
H 5.940 -2.743 2.022 -0.0030 -0.0008 -0.0085 0.00
H 2.973 -4.422 2.693 0.0012 0.0145 -0.0053 0.00
H 0.724 -5.071 2.256 0.0024 0.0000 -0.0011 0.00
H 0.060 -4.436 0.746 0.0141 0.0101 -0.0068 0.00
H -0.447 -3.745 2.280 0.0209 0.0186 0.0019 0.00
H 0.342 -1.721 0.673 0.0217 0.0022 0.0025 0.00
H 4.368 -0.541 1.613 0.0078 -0.0563 -0.0313 0.00
H 4.243 1.331 1.876 -0.0584 0.0592 -0.0261 0.00
H 2.757 2.291 1.959 0.0185 -0.0029 -0.0421 0.00
H 4.132 2.860 0.998 0.0030 -0.0328 0.0095 0.00
H 4.692 -0.060 -0.372 -0.0019 -0.0411 0.0463 0.00
H 4.747 1.517 -1.168 -0.0136 -0.0287 0.0120 0.00
H 3.622 0.264 -1.733 0.0120 0.0117 0.0037 0.00
H 1.493 2.853 -0.151 0.0262 -0.0128 0.0015 0.00
H 1.796 1.922 -1.633 0.0037 0.0172 0.0596 0.00
H 2.983 3.118 -1.068 -0.0129 -0.0154 -0.0077 0.00
C -1.786 0.443 -2.582 0.0480 0.0665 -0.0301 0.00
C -2.265 -0.042 -1.246 -0.7163 -0.0049 0.4244 0.00
O -1.506 -0.500 -0.418 0.1362 -0.4799 -0.4696 0.01
C -3.725 0.070 -0.880 0.7016 0.0334 -0.1521 0.00
C -4.024 0.051 0.478 -0.1470 0.1102 0.1205 0.00
C -5.343 0.182 0.885 0.0838 -0.0225 -0.0463 0.00
C -6.352 0.319 -0.061 -0.0330 -0.0021 0.0220 0.00
C -6.050 0.356 -1.417 0.1657 -0.0066 -0.0070 0.00
C -4.725 0.245 -1.824 -0.2728 -0.0023 -0.1321 0.00
H -0.711 0.283 -2.651 -0.0143 -0.0101 -0.0012 0.00
H -2.000 1.510 -2.670 -0.0265 -0.0241 0.0101 0.00
H -2.296 -0.089 -3.389 0.0114 0.0403 0.0008 0.00
H -3.210 -0.004 1.194 -0.0538 -0.0126 0.0226 0.00
H -5.570 0.210 1.942 0.0074 0.0335 0.0047 0.00
H -7.381 0.424 0.262 -0.0030 0.0091 0.0016 0.00
H -6.835 0.490 -2.151 -0.0074 -0.0076 0.0089 0.00
H -4.477 0.305 -2.878 -0.0202 -0.0212 0.0328 0.00
```
Forces are in eV/Å.

Values from the calculation:
gap between HOMO and LUMO (spin up / spin down) = 5.609 / 5.602 eV
E_HOMO (spin up / spin down) = -0.041 / -0.041 Ha
lowest unoccupied orbital energy (spin up / spin down) = 4.49 / 4.49 eV
charge = -2
2S+1 = 2



3.
C20H26BrClCrN5O7P2S | the ωB97M-V functional and the def2-TZVPD basis

```
64
Properties=species:S:1:pos:R:3:forces:R:3:lowdin_spin:R:1
Cr 1.005 0.718 0.061 -1.1620 0.9171 0.2224 3.10
N -2.501 -3.422 2.415 1.9217 0.0904 -1.7172 0.00
C -2.699 -2.290 1.373 0.0640 0.3557 0.5337 0.00
C -4.190 -1.939 1.433 -0.9986 0.1225 0.4212 0.00
P -2.187 -3.076 -0.278 0.7176 0.2977 1.4028 0.00
O -3.598 -3.822 -0.546 0.4243 -1.2795 -1.7114 0.00
O -1.148 -4.045 0.220 -0.4297 0.1344 -0.3080 0.00
O -1.948 -2.085 -1.360 0.0681 -0.1539 0.1017 0.00
P -1.552 -0.923 2.024 1.1009 0.6215 -0.6956 0.00
O -2.738 0.190 2.173 1.7912 1.2986 1.0295 0.00
O -0.959 -1.425 3.323 -1.0627 0.1256 -0.4893 0.00
O -0.446 -0.406 1.085 -1.1664 -0.1982 0.1905 0.02
H -3.382 -3.851 2.545 -1.0223 -0.8146 0.2507 0.00
H -2.109 -3.062 3.301 0.1057 0.1015 -0.4189 0.00
H -1.805 -4.075 1.867 -0.7038 0.7196 0.6944 0.00
H -4.766 -2.770 0.988 0.2354 0.2382 0.4702 0.00
H -4.486 -1.071 0.841 0.4780 0.0028 -0.0212 0.00
H -4.570 -1.720 2.471 0.5779 -0.2860 -0.8937 0.00
H -3.434 -4.358 -1.378 -0.6225 0.6932 1.2924 0.00
H -2.356 1.038 2.576 -0.7664 -1.5602 -0.8618 0.00
Br 3.092 2.646 -1.458 -0.6365 -0.2932 0.0929 -0.01
C 1.710 2.865 -2.770 -0.7037 0.1124 0.3199 0.00
C 2.110 3.442 -3.946 -0.3301 0.7949 0.2427 0.00
C 1.133 3.757 -4.927 -0.2807 0.4392 -0.9432 0.00
C -0.211 3.471 -4.724 0.9478 0.1382 -0.5104 0.00
C -0.595 2.812 -3.532 -1.5018 -0.6695 -0.1204 0.00
C -1.949 2.243 -3.479 -0.2559 1.7460 -1.3391 0.01
C -2.308 1.337 -2.552 0.8489 -0.2902 1.0298 0.00
C -1.409 1.090 -1.473 0.0732 0.5005 -2.1118 0.02
C -0.140 1.610 -1.498 0.9089 -0.8730 2.7045 -0.07
C 0.335 2.473 -2.496 0.0861 0.4199 -1.7982 -0.01
H 3.134 3.830 -4.064 -0.5352 -0.5303 0.0097 0.00
H 1.484 4.269 -5.864 -0.5045 -0.6368 1.0112 0.00
H -0.961 3.633 -5.528 0.6105 0.0418 0.7553 0.00
H -2.770 2.620 -4.170 1.5317 -0.6219 0.3444 0.00
H -3.181 0.716 -2.651 -0.5756 0.2772 0.1398 0.00
H -1.713 0.336 -0.800 0.0052 -0.5402 0.8830 0.00
N -0.162 -1.463 -3.372 0.0498 0.1436 0.9556 0.00
C 0.904 -0.707 -3.048 -1.6404 -1.3128 -0.3994 0.01
N 1.399 0.145 -3.910 -0.5797 0.0503 -1.9810 0.00
S 1.687 -0.948 -1.580 0.9164 -0.6287 1.2041 0.02
H -0.593 -1.367 -4.292 0.1002 0.0078 0.6432 0.00
H -0.706 -1.896 -2.554 0.4699 0.6300 -1.2242 0.00
H 0.914 0.328 -4.807 0.7822 0.0350 1.0197 0.00
H 2.271 0.565 -3.672 0.2758 0.4129 -0.1954 0.00
Cl 1.808 3.585 1.787 1.0770 0.4114 0.3384 -0.03
C 0.587 2.425 1.333 -0.8463 -1.1779 -0.5012 -0.10
H -0.167 3.041 0.830 -0.1939 -0.5271 0.3644 0.00
H 0.234 1.925 2.263 -0.0378 0.5083 -0.5521 0.00
N 1.383 -1.908 4.968 1.7714 0.1651 0.7520 0.00
C 2.514 -1.110 5.026 -0.9968 -0.1072 3.2849 0.00
O 3.143 -0.976 6.091 -0.3903 -0.4713 -1.7681 0.00
C 2.865 -0.357 3.817 0.0974 -0.9884 -0.2118 0.00
C 4.124 0.255 3.742 -0.5252 -0.0597 -1.0891 0.01
C 4.546 0.612 2.463 1.5096 0.5540 0.3607 0.00
C 3.720 0.482 1.368 -1.8872 0.2298 -0.3652 0.01
N 2.423 0.088 1.526 0.3637 -1.3500 0.7947 0.00
C 2.019 -0.502 2.733 1.8266 2.1987 -2.3933 0.01
H 1.198 -2.453 5.809 -0.0455 0.5361 -0.4896 0.00
H 0.661 -1.734 4.300 -0.6426 -0.2045 -0.1698 0.00
H 4.731 0.374 4.638 -0.1816 -0.1159 -0.2700 0.00
H 5.548 1.042 2.275 -0.6394 -0.3732 0.3387 0.00
H 4.019 0.792 0.321 -0.3555 -0.4547 1.5271 0.00
H 1.043 -0.991 2.742 0.4833 0.4469 -0.1758 0.00
```
Forces are in eV/Å.

Values from the calculation:
gap between HOMO and LUMO (spin up / spin down) = 7.646 / 7.678 eV
E_HOMO (spin up / spin down) = -0.285 / -0.287 Ha
lowest unoccupied orbital energy (spin up / spin down) = -0.10 / -0.14 eV
charge = 0
2S+1 = 4